# C4H3HgLiMgO2

C4H3HgLiMgO2 as an isolated structure in a non-equilibrium geometry (wB97M-V/def2-TZVPD, OMol25).

Values from the calculation:
lowest unoccupied orbital energy (alpha / beta) = -1.288 / -1.389 eV
E = -665.44930 Eh
gap between HOMO and LUMO (alpha / beta) = 0.1811 / 0.2109 Ha
relative energy (zero: lowest compared OMol25 entry of this formula, charge and spin) = 36.2 kcal/mol
expectation value of S² = 2.055

Geometry as ORCA input:
```
! wB97M-V def2-TZVPD RIJCOSX def2/J DEFGRID3
* xyz 0 3
C -1.433 0.808 -0.598
O -2.031 1.495 0.306
Mg 1.655 1.135 -1.030
Li -2.828 1.015 1.815
H 0.072 0.250 0.290
C -0.618 -0.311 -0.321
C 0.334 -1.468 -0.537
C 1.685 -1.349 -0.340
O 2.612 -0.676 -1.150
Hg 0.442 1.190 2.224
H -2.085 -0.154 -1.098
H 2.195 -1.934 0.440
*
```